## one
Molecular formula: C5H10FNO
Method: DFT, ωB97M-V/def2-TZVPD

For the frontier orbital gap, the calculation gives 10.19 eV. The net charge is 0. The calculation puts the HOMO energy at -9.8 eV.

Each line ends with the Löwdin charge.
Cartesian coordinates (Å):
C -0.68509 -0.02666 -0.70094  -0.375
C -1.31789 -0.00159 0.62990  -0.201
C -0.55512 1.30280 0.82411  -0.118
C 0.55428 0.63221 -0.10540  -0.423
C 1.59232 -0.30959 0.23302  -0.292
H -0.27479 -2.05675 -1.18329  0.101
H -1.60607 -1.18799 -2.01245  0.098
H -1.15064 0.86346 -1.16483  0.135
H -2.50234 0.03777 0.81826  0.158
H -1.08502 -0.65879 1.37652  0.066
H -1.24487 2.22142 0.16797  0.171
H -0.26042 2.11181 2.00505  0.200
H 2.02942 -0.24319 -0.81025  0.145
H 2.38551 0.47069 0.81496  0.190
H 2.17501 -2.05743 1.13245  0.208
N -0.56258 -1.15008 -1.72445  0.043
O 1.30869 -1.55106 0.71132  -0.060
F 1.19960 1.60297 -1.01193  -0.048



## two
Molecular formula: C5H10FNO
Method: DFT, ωB97M-V/def2-TZVPD

For the frontier orbital gap, the calculation gives 10.11 eV. The net charge is 0. The calculation puts the HOMO energy at -9.1 eV.

Each line ends with the Löwdin charge.
Cartesian coordinates (Å):
C 0.88651 -0.24274 0.34322  -0.412
C 1.23416 0.88093 -0.52194  -0.144
C -0.05964 1.49626 0.01361  -0.085
C -0.60506 0.04069 0.34642  -0.447
C -1.48734 -0.66036 -0.67239  -0.137
H 2.05180 -1.64335 -0.58603  0.065
H 1.37505 -2.32352 0.72507  0.101
H 1.30679 0.15120 1.33533  0.177
H 2.21786 1.35445 -0.18460  0.140
H 1.08317 0.85828 -1.54437  0.087
H -0.66377 1.94187 -0.78111  0.110
H 0.07801 2.10761 0.93151  0.129
H -2.11807 0.16722 1.60631  0.090
H -1.36616 -1.76671 -0.44066  0.140
H -1.22289 -0.50171 -1.74188  0.138
N 1.24511 -1.58346 0.00581  0.068
O -1.19224 -0.07599 1.62766  0.013
F -2.76328 -0.20068 -0.46197  -0.033



Result of the stability comparison: one is the least stable of them.



## one
Molecular formula: C3H7O
Method: DFT, ωB97M-V/def2-TZVPD

For the frontier orbital gap, the calculation gives 6.42 eV. The SMILES is CCC[O-]. The net charge is -1. The calculation puts the HOMO energy at -1.9 eV.

Each line ends with the Löwdin charge.
Cartesian coordinates (Å):
C 0.85855 -1.01131 0.04299  -0.162
C -0.06525 0.08077 0.58307  -0.289
C -0.81992 0.93883 -0.47687  -0.615
O -1.44547 1.98182 0.06394  -0.380
H 1.25730 -0.76567 -0.95151  0.050
H 1.74128 -1.17435 0.67581  0.044
H 0.38603 -1.99300 -0.04056  0.045
H 0.46799 0.82024 1.17531  0.082
H -0.83500 -0.36380 1.21584  0.084
H -1.50856 0.25597 -1.04336  0.071
H -0.03695 1.23049 -1.24467  0.071



## two
Molecular formula: C3H7O
Method: DFT, ωB97M-V/def2-TZVPD

For the frontier orbital gap, the calculation gives 6.34 eV. The SMILES is CCC[O-]. The net charge is -1. The calculation puts the HOMO energy at -1.9 eV.

Each line ends with the Löwdin charge.
Cartesian coordinates (Å):
C 1.17509 0.37117 -0.43402  -0.171
C 0.14557 -0.42885 0.34982  -0.285
C -1.34884 -0.03212 0.18027  -0.588
O -2.02168 0.06434 1.34049  -0.392
H 1.19137 1.45255 -0.35097  0.050
H 1.15277 0.12501 -1.49722  0.050
H 2.19572 0.06264 -0.14988  0.048
H 0.31466 -1.48546 0.09782  0.082
H 0.33731 -0.34707 1.40629  0.074
H -1.31999 0.95337 -0.38412  0.068
H -1.82199 -0.73557 -0.55849  0.064



Result of the stability comparison: two is the least stable of them.